(1)
Here is a structure of composition C30H41N5O7S2SiSr from the OMol25 dataset. Energies are from wB97M-V/def2-TZVPD.

Properties
- E_tot (Eh) = -3085.12410
- HOMO energy (eV) = -1.80
- net charge = -2
- gap between HOMO and LUMO (eV) = 6.18
- energy relative to the best compared isomer or geometry (same formula, charge and spin) (kJ/mol) = 64.46

XYZ file:
```
87
C30H41N5O7S2SiSr, DFT wB97M-V/def2-TZVPD
Sr 0.96 -0.22 0.83
C -0.65 3.73 -0.27
C -1.08 3.30 1.13
N -1.92 2.14 1.14
C -3.26 2.26 0.62
C -3.57 1.19 -0.45
N -2.59 1.01 -1.50
C -2.28 2.18 -2.31
C -0.77 2.46 -2.38
N -0.17 2.62 -1.07
H -1.51 4.19 -0.77
H 0.11 4.51 -0.16
H -0.20 3.07 1.72
H -1.56 4.19 1.61
H -1.79 1.51 1.92
H -4.03 2.20 1.40
H -3.36 3.25 0.18
H -3.68 0.23 0.05
H -4.55 1.42 -0.89
H -1.71 0.71 -1.08
H -2.61 2.02 -3.35
H -2.81 3.07 -1.96
H -0.28 1.61 -2.86
H -0.63 3.34 -3.03
H 0.84 2.59 -1.11
C -1.90 -2.78 -3.25
Si -1.09 -2.58 -1.53
C -0.59 -4.27 -0.83
C -2.63 -2.03 -0.58
N 0.23 -1.43 -1.50
C 1.27 -1.67 -2.33
C 1.45 -2.75 -3.23
C 2.57 -2.92 -4.03
C 3.62 -2.02 -4.01
C 3.51 -0.94 -3.14
C 2.38 -0.77 -2.37
O 2.30 0.30 -1.48
C 3.03 1.44 -1.71
C 2.81 2.18 -2.87
C 3.48 3.39 -3.03
C 4.33 3.85 -2.04
C 4.53 3.10 -0.89
C 3.89 1.88 -0.72
H -2.78 -3.43 -3.12
H -1.30 -3.20 -4.06
H -2.26 -1.80 -3.57
H -1.47 -4.92 -0.77
H -0.20 -4.12 0.17
H 0.17 -4.78 -1.42
H -3.23 -2.93 -0.44
H -3.19 -1.33 -1.19
H -2.46 -1.59 0.40
H 0.69 -3.51 -3.30
H 2.60 -3.79 -4.68
H 4.50 -2.16 -4.62
H 4.31 -0.21 -3.06
H 2.13 1.80 -3.62
H 3.31 3.98 -3.93
H 4.83 4.81 -2.16
H 5.16 3.47 -0.10
H 4.03 1.31 0.18
S 3.49 -1.78 1.65
C 3.19 -2.90 2.87
N 3.04 -3.68 3.72
C 1.83 3.23 3.84
S 2.53 3.04 2.19
O 2.17 4.24 1.45
O 3.95 2.80 2.37
O 1.81 1.85 1.68
H 2.45 3.89 4.43
H 1.79 2.25 4.30
H 0.83 3.65 3.75
O -0.01 -3.78 3.70
C -1.31 -3.52 3.98
C -2.06 -4.27 4.88
C -3.37 -3.94 5.14
C -3.96 -2.84 4.52
C -3.20 -2.08 3.64
C -1.89 -2.42 3.35
C -1.05 -1.58 2.41
O -0.37 -2.15 1.54
O -1.04 -0.33 2.57
H 0.38 -4.41 4.31
H -1.59 -5.12 5.38
H -3.94 -4.53 5.85
H -4.98 -2.57 4.73
H -3.61 -1.20 3.17
```

Per-atom Mulliken charges, elementary charge units:
1. Sr 1.10
2. C -1.02
3. C -0.06
4. N 0.56
5. C -1.03
6. C -0.56
7. N 0.39
8. C -0.70
9. C -0.58
10. N 0.60
11. H 0.43
12. H 0.49
13. H -0.67
14. H 0.35
15. H 0.17
16. H 0.51
17. H 0.36
18. H 0.21
19. H 0.28
20. H -0.55
21. H 0.47
22. H 0.27
23. H 0.12
24. H 0.38
25. H -0.40
26. C -1.32
27. Si 0.29
28. C -1.14
29. C -0.70
30. N 0.37
31. C 0.15
32. C -0.52
33. C -1.25
34. C -0.87
35. C -0.72
36. C 0.11
37. O 1.32
38. C -0.79
39. C 0.76
40. C -0.92
41. C -0.52
42. C -0.53
43. C -0.65
44. H 0.34
45. H 0.40
46. H 0.27
47. H 0.35
48. H 0.18
49. H 0.35
50. H 0.49
51. H 0.49
52. H -0.29
53. H 0.26
54. H 0.34
55. H 0.36
56. H 0.42
57. H 0.53
58. H 0.37
59. H 0.36
60. H 0.36
61. H 0.74
62. S -0.36
63. C 0.35
64. N -0.76
65. C -1.11
66. S 1.22
67. O -0.69
68. O -0.69
69. O -0.60
70. H 0.40
71. H 0.27
72. H 0.31
73. O -0.29
74. C 0.80
75. C -0.75
76. C -0.52
77. C -0.72
78. C -0.49
79. C 0.23
80. C 0.89
81. O -0.91
82. O -0.90
83. H 0.30
84. H 0.36
85. H 0.33
86. H 0.38
87. H 0.43



(2)
Here is a structure of composition C30H42AsKN5SSeSi from the OMol25 dataset. Energies are from wB97M-V/def2-TZVPD.

Properties
- E_tot (Eh) = -7367.13470
- HOMO energy (eV) = -4.20
- net charge = -1
- gap between HOMO and LUMO (eV) = 6.50
- energy relative to the best compared isomer or geometry (same formula, charge and spin) (kJ/mol) = 0.00

XYZ file:
```
82
C30H42AsKN5SSeSi, DFT wB97M-V/def2-TZVPD
K -1.05 -0.10 -2.23
C -3.98 4.72 -4.69
C -2.92 3.92 -5.34
N -2.87 3.56 -6.58
N -1.75 2.77 -6.66
C -1.12 2.62 -5.49
S 0.24 1.72 -5.10
N -1.86 3.40 -4.65
N -1.64 3.55 -3.27
H -4.63 5.14 -5.45
H -3.54 5.53 -4.10
H -4.55 4.08 -4.02
H -1.50 2.32 -7.52
H -2.10 2.71 -2.87
H -0.63 3.41 -3.16
C -6.06 0.50 -0.78
Si -4.50 1.44 -1.25
C -3.18 0.99 0.03
C -4.89 3.26 -0.95
Se -3.84 1.02 -3.33
H -6.39 0.73 0.24
H -5.89 -0.58 -0.86
H -6.88 0.75 -1.46
H -3.52 1.20 1.05
H -2.26 1.56 -0.10
H -2.95 -0.09 0.01
H -5.16 3.43 0.10
H -5.74 3.58 -1.57
H -4.04 3.90 -1.19
C -1.75 -3.44 5.05
C -0.93 -3.03 3.86
C 0.33 -2.45 4.02
C 1.10 -2.05 2.93
C 2.42 -1.38 3.25
C 0.62 -2.23 1.62
As 1.57 -1.86 -0.11
N 1.16 -0.22 -0.72
C 0.78 0.91 -0.06
C 0.62 2.09 -0.85
C 0.15 3.27 -0.32
C -0.18 3.38 1.03
C -0.01 2.25 1.82
C 0.45 1.05 1.31
C 3.46 -1.90 0.50
C 3.94 -3.17 0.86
C 3.04 -4.37 0.93
C 5.28 -3.33 1.22
C 6.17 -2.27 1.20
C 7.62 -2.46 1.57
C 5.68 -1.02 0.83
C 4.35 -0.82 0.48
C 3.92 0.58 0.13
C -0.67 -2.80 1.46
C -1.30 -3.01 0.10
C -1.41 -3.19 2.57
H -1.17 -3.37 5.97
H -2.11 -4.46 4.95
H -2.63 -2.80 5.16
H 0.71 -2.30 5.02
H 2.41 -1.02 4.28
H 2.60 -0.53 2.60
H 3.26 -2.06 3.14
H 0.92 2.04 -1.90
H 0.06 4.15 -0.96
H -0.54 4.31 1.44
H -0.26 2.29 2.88
H 0.53 0.20 1.96
H 2.35 -4.31 1.78
H 3.63 -5.28 1.05
H 2.43 -4.47 0.03
H 5.63 -4.32 1.51
H 7.80 -3.46 1.94
H 7.92 -1.75 2.34
H 8.26 -2.29 0.70
H 6.36 -0.18 0.81
H 4.78 1.25 0.14
H 3.18 0.96 0.84
H 3.44 0.62 -0.85
H -0.69 -3.66 -0.53
H -1.43 -2.07 -0.44
H -2.29 -3.46 0.22
H -2.39 -3.61 2.42
```

Per-atom Mulliken charges, elementary charge units:
1. K 0.70
2. C -0.85
3. C 0.99
4. N -0.88
5. N 0.16
6. C 0.32
7. S -0.44
8. N 0.43
9. N -0.83
10. H 0.35
11. H 0.30
12. H 0.01
13. H 0.17
14. H -0.08
15. H 0.18
16. C -1.11
17. Si 0.72
18. C -0.15
19. C -1.19
20. Se -0.74
21. H 0.33
22. H 0.25
23. H 0.25
24. H 0.43
25. H -0.45
26. H 0.02
27. H 0.39
28. H 0.31
29. H 0.30
30. C -1.65
31. C 0.65
32. C -0.95
33. C 1.12
34. C -1.43
35. C 1.15
36. As 0.35
37. N -0.73
38. C 0.44
39. C 0.04
40. C -0.41
41. C -0.75
42. C -0.82
43. C -0.09
44. C 0.21
45. C 0.54
46. C -1.76
47. C -1.09
48. C 0.59
49. C -1.50
50. C -1.20
51. C 1.45
52. C -1.53
53. C 0.45
54. C -1.54
55. C -1.15
56. H 0.37
57. H 0.36
58. H 0.32
59. H 0.30
60. H 0.49
61. H 0.09
62. H 0.26
63. H 0.56
64. H 0.35
65. H 0.37
66. H 0.37
67. H 0.18
68. H 0.25
69. H 0.46
70. H 0.42
71. H 0.26
72. H 0.35
73. H 0.33
74. H 0.32
75. H 0.34
76. H 0.36
77. H 0.22
78. H 0.32
79. H 0.39
80. H -0.04
81. H 0.42
82. H 0.33



Number 1 is which compound? C30H41N5O7S2SiSr